9 unconnected molecules or ions with the total composition C38H101N7O13 at a distorted geometry, computed with the ωB97M-V functional and the def2-TZVPD basis.

Properties
Lowest unoccupied orbital energy = 0.4 eV
Electronic energy = -78081.931 eV
Frontier orbital gap = 8.946 eV

Each line ends with the Mulliken charge.
Atoms and positions in Å:
C  -2.77200  -5.05653  1.87503  0.242
O  -3.49690  -4.59113  2.99766  -0.517
C  -3.71204  -3.19439  2.95514  0.032
C  -2.74730  -2.47890  3.94326  0.528
C  -3.40267  -1.28699  4.61255  -1.488
N  -1.59951  -1.95227  3.17260  -0.040
H  -3.32087  -5.02135  0.93087  -0.132
H  -2.52829  -6.09527  2.11001  0.397
H  -1.81135  -4.54422  1.78145  -0.259
H  -3.67968  -2.75967  1.95159  -0.435
H  -4.75587  -3.04309  3.25456  0.447
H  -2.38884  -3.13403  4.74125  0.364
H  -3.69304  -0.42827  4.00780  0.190
H  -2.71596  -0.92200  5.38289  0.195
H  -4.27311  -1.61475  5.18999  0.516
H  -1.23502  -2.76565  2.68561  -0.010
H  -0.87664  -1.72539  3.84795  0.109
C  0.52497  2.65424  -0.27536  -1.023
O  0.59843  1.26924  -0.07318  0.392
C  -0.68384  0.63569  0.03193  -1.288
C  -0.53717  -0.86898  -0.06137  2.409
C  0.03845  -1.34768  -1.38574  -1.736
N  -1.82907  -1.52101  0.15110  0.677
H  -0.27768  3.03735  0.36791  0.460
H  0.29497  3.00503  -1.28362  0.019
H  1.41460  3.17970  0.06961  0.359
H  -1.09608  0.93321  0.99807  0.378
H  -1.27818  0.88719  -0.85288  0.357
H  0.12462  -1.30387  0.69262  -1.447
H  0.19338  -2.42736  -1.43738  0.413
H  1.08703  -1.06593  -1.53948  0.139
H  -0.50935  -0.97697  -2.25544  0.300
H  -2.50112  -1.18360  -0.52884  -0.286
H  -2.15847  -1.42206  1.10307  -0.317
C  -2.45396  5.14735  -1.53830  -0.661
O  -3.34448  5.43859  -0.46918  -0.415
C  -4.33938  4.43950  -0.30519  0.123
C  -5.15132  4.83008  0.90668  0.172
C  -4.34462  4.99895  2.20496  -1.299
N  -6.26463  3.94479  1.15122  -0.589
H  -2.86926  5.51140  -2.48649  0.331
H  -2.36940  4.06133  -1.61214  0.175
H  -1.54059  5.73349  -1.45603  0.380
H  -4.95527  4.37857  -1.21229  0.389
H  -3.81828  3.47289  -0.23289  -0.222
H  -5.52508  5.83079  0.65895  0.237
H  -3.86205  4.02560  2.32944  0.253
H  -5.09368  5.12804  2.98480  0.389
H  -3.68783  5.85908  2.13478  0.331
H  -6.88187  3.80602  0.36938  0.257
H  -6.00943  3.13818  1.69816  0.198
C  -0.17108  2.35621  -4.34935  -0.632
O  0.25851  3.46524  -5.07080  -0.250
C  -0.52878  4.62137  -5.00287  -0.066
C  0.36374  5.79709  -5.46811  -0.807
N  0.34223  5.90496  -6.92653  -0.391
C  1.38092  6.77433  -7.47484  -0.661
C  1.79924  6.17288  -8.83978  -0.496
O  1.96466  4.77323  -8.81458  -0.338
C  2.72849  4.19026  -9.85985  -0.738
H  -0.34397  2.52252  -3.28111  -0.050
H  0.47489  1.48437  -4.46165  0.360
H  -1.10906  1.89839  -4.69680  0.406
H  -0.68948  4.87062  -3.94387  -0.021
H  -1.48109  4.51237  -5.52756  0.348
H  1.35543  5.54516  -5.07826  0.357
H  -0.04876  6.73019  -5.08120  0.365
H  0.40827  4.96412  -7.29352  0.368
H  2.23603  6.86325  -6.79244  0.321
H  1.06195  7.81708  -7.54296  0.301
H  2.76774  6.62839  -9.08422  0.416
H  1.14072  6.40565  -9.68150  0.356
H  2.55066  4.71671  -10.80107  0.316
H  2.47635  3.13606  -9.81752  0.220
H  3.78638  4.36151  -9.63342  0.288
C  -2.82627  -3.32463  -2.58084  -0.452
O  -3.57571  -4.13595  -3.47370  -0.489
C  -4.91482  -4.42365  -3.13995  -0.333
C  -5.14971  -4.92421  -1.70928  -0.877
N  -5.26910  -3.89314  -0.68332  0.168
C  -6.49017  -3.07916  -0.67714  -0.694
C  -6.23609  -1.75407  0.06122  -0.587
O  -5.18287  -1.04784  -0.55182  -0.232
C  -4.86854  0.21656  -0.03680  -0.821
H  -2.62378  -3.81301  -1.62488  0.233
H  -3.35138  -2.39127  -2.34450  0.212
H  -1.89139  -3.02722  -3.04927  0.265
H  -5.34933  -5.08080  -3.89261  0.342
H  -5.48654  -3.49274  -3.26046  0.278
H  -4.38102  -5.62256  -1.36886  0.268
H  -6.09194  -5.45701  -1.52952  0.532
H  -4.46528  -3.29216  -0.83371  -0.187
H  -7.27618  -3.71117  -0.26361  0.417
H  -6.79983  -2.81687  -1.69619  0.319
H  -5.99625  -1.95022  1.11227  0.193
H  -7.12024  -1.10824  0.09810  0.542
H  -4.32179  0.22835  0.91034  0.239
H  -5.83374  0.71697  0.12013  0.516
H  -4.34195  0.84657  -0.75286  0.144
C  10.15925  -4.93245  -0.17298  -0.773
O  9.21057  -3.97764  0.25317  -0.302
C  9.43148  -3.47687  1.54064  -0.470
C  8.50329  -2.26987  1.85330  -0.833
N  7.23465  -2.24054  1.16220  -0.355
C  6.39081  -3.32458  1.65810  -0.789
C  4.96669  -3.10358  1.17412  0.152
O  4.86988  -2.97449  -0.21414  -0.444
C  3.55026  -2.50467  -0.52518  -0.296
H  9.93648  -5.85949  0.37141  0.322
H  11.19934  -4.72963  0.09884  0.297
H  9.97183  -5.01643  -1.23979  0.232
H  10.45239  -3.08228  1.60614  0.453
H  9.36026  -4.25073  2.31542  0.325
H  9.12081  -1.37208  1.73600  0.356
H  8.29312  -2.09757  2.91437  0.393
H  7.42299  -2.38086  0.17637  0.306
H  6.38864  -3.37157  2.74773  0.472
H  6.75301  -4.30622  1.32475  0.315
H  4.64703  -2.23306  1.76790  0.032
H  4.27831  -3.85242  1.59287  0.052
H  3.36722  -1.45546  -0.27368  -0.037
H  2.70408  -3.06948  -0.13022  0.170
H  3.43267  -2.47794  -1.60955  0.433
C  1.14341  -4.46740  2.12567  -0.528
O  0.79433  -3.79992  3.32102  -0.498
C  1.65996  -2.66142  3.57460  0.680
C  1.55621  -2.03792  4.99941  -1.337
N  0.78979  -0.79915  4.90847  0.222
C  0.96955  -0.01503  6.14474  -0.917
C  -0.02481  1.13123  6.28048  -0.019
O  0.38757  2.06882  7.26302  -0.378
C  -0.67312  2.93502  7.61689  -0.762
H  2.16277  -4.85392  2.04439  0.397
H  0.87323  -3.86236  1.25308  -0.058
H  0.48373  -5.33575  2.18225  0.369
H  1.38030  -1.94418  2.79905  -0.307
H  2.68978  -3.01883  3.50735  0.304
H  2.61141  -1.80350  5.21364  0.566
H  1.26360  -2.71834  5.79789  0.505
H  1.00694  -0.30582  4.05089  -0.222
H  2.00190  0.34106  6.00315  0.315
H  1.10186  -0.62006  7.04221  0.419
H  -0.97761  0.69427  6.58916  0.144
H  -0.02243  1.63831  5.31171  0.221
H  -0.30916  3.62573  8.37551  0.302
H  -1.45088  2.39432  8.17226  0.314
H  -1.18181  3.41998  6.78245  0.286
C  2.87273  0.89588  2.36091  -0.674
O  1.47509  0.73188  2.26510  -0.417
H  3.45900  0.46742  1.54099  0.130
H  3.17227  1.95141  2.35862  0.281
H  3.21572  0.46536  3.30315  0.303
H  1.23516  0.87028  1.29696  0.372
C  3.18866  1.54983  -1.91754  0.112
O  4.16169  2.25077  -2.66108  -0.563
H  2.15980  1.62622  -2.28201  -0.129
H  3.33323  0.46599  -1.85147  0.199
H  3.22204  1.99763  -0.92429  0.055
H  3.85770  2.29270  -3.57244  0.341

Atomic forces in eV per Å
0.478 -0.759 0.570
-0.002 0.107 -0.972
-0.364 0.105 1.426
-0.420 1.289 -1.287
-0.239 -0.116 1.388
-0.226 -0.725 -0.054
-0.177 0.236 0.099
-0.082 -0.045 -0.196
-0.035 0.192 -0.202
0.480 -0.194 -0.107
0.094 0.027 0.315
-0.397 -0.462 -0.186
0.126 -0.268 -0.441
0.098 0.221 -0.162
-0.143 0.013 -0.163
0.343 0.126 -0.101
0.161 0.403 0.012
-0.904 1.193 1.022
0.302 -0.334 -1.123
0.832 -0.304 -0.343
0.018 -1.412 0.170
1.156 0.106 -0.441
0.185 0.012 -0.573
-0.067 0.162 -0.053
0.108 -0.552 -0.232
0.292 -0.459 -0.104
-0.505 0.001 -0.171
-0.332 0.537 0.287
0.051 0.542 0.367
-0.930 -0.149 0.164
-0.129 0.785 0.198
-0.182 -0.182 0.000
-0.235 -0.054 0.196
0.015 0.216 0.138
-1.152 0.518 -0.334
0.513 0.109 -0.192
0.976 0.255 -0.319
-0.263 0.765 0.011
-0.899 -0.779 -1.008
-0.035 0.514 0.418
-0.300 -0.227 -0.097
0.758 0.008 -0.073
0.252 -0.467 0.578
-0.246 0.065 0.077
-0.217 -0.195 0.410
-0.289 -0.074 -0.003
0.563 0.310 0.494
0.225 0.125 0.203
0.315 -0.279 0.142
0.077 -0.428 0.028
-0.231 -0.285 -0.347
-1.136 -1.160 0.106
0.644 -0.774 -0.379
0.782 1.126 1.038
-1.281 -0.699 -1.055
-0.143 0.199 0.599
-0.218 -1.388 -0.294
1.175 0.835 -0.471
-0.529 -0.280 0.931
0.178 1.229 0.876
0.300 0.402 0.072
0.761 0.539 -0.029
-0.348 0.606 -0.310
-0.512 -0.321 0.076
0.039 0.122 -0.107
0.131 0.428 0.167
0.296 0.002 0.382
0.377 0.129 -0.267
0.301 -0.534 -0.106
-0.383 -0.090 -0.525
0.052 0.115 -0.119
-0.398 0.294 0.265
-0.352 -0.493 -0.258
0.120 -0.024 -0.529
0.137 -0.320 -0.061
-0.688 0.185 0.098
0.699 -0.461 -0.220
-0.659 0.826 0.529
-0.966 -0.269 0.847
1.124 0.889 0.149
0.897 0.176 -0.753
-0.334 -0.239 0.888
1.057 -0.628 -0.953
-1.466 0.566 0.371
0.181 -0.156 -0.043
-0.209 0.063 -0.085
0.025 -0.374 -0.172
0.516 -0.334 -0.006
-0.109 0.107 0.146
0.197 0.038 -0.314
0.035 -0.388 -1.028
-0.260 0.354 0.499
-0.209 0.440 0.385
-0.114 0.054 -0.117
0.192 -0.164 0.062
-0.246 -0.149 -0.288
0.074 -0.370 0.046
0.126 0.354 0.275
0.212 -0.475 -0.271
-0.781 -0.485 0.741
-0.026 0.732 -0.064
0.321 0.459 0.962
0.665 0.629 0.298
0.390 -0.001 0.511
-0.292 -0.580 -1.242
0.134 0.080 1.952
-1.487 0.414 0.290
0.208 0.566 -1.226
-0.010 -0.299 -0.423
-0.006 0.633 -0.334
0.447 -0.331 -0.003
0.153 -0.160 0.028
-0.208 -0.277 -0.168
-0.379 0.157 -1.057
-0.004 -0.995 0.202
-0.289 -0.021 -0.053
-0.015 0.332 0.042
0.044 -0.058 -0.074
-0.129 0.654 -0.803
0.195 -0.551 -0.463
0.421 0.071 0.651
0.360 -0.469 0.343
0.249 -0.447 -0.096
-1.241 -0.495 0.414
1.093 0.572 0.769
-0.674 -1.242 0.618
0.644 0.598 -1.906
-1.403 -1.346 1.657
1.809 0.613 -1.108
0.762 -0.406 0.167
-0.131 0.017 -0.097
-0.235 -0.562 1.028
0.207 0.407 0.271
0.187 -0.001 -0.139
0.089 -0.101 -0.551
0.582 0.441 0.087
0.066 0.100 -0.560
0.109 0.116 0.300
-0.569 -0.051 -0.242
0.131 0.353 0.175
-0.028 0.895 0.570
-0.805 -0.370 -0.108
-0.321 0.201 -0.445
-0.681 -0.064 -0.124
0.282 0.368 -0.464
-0.112 -0.328 -0.232
0.383 0.204 -0.207
0.491 0.483 0.152
0.159 -0.161 -0.844
-0.288 -0.428 -0.029
-0.190 0.102 0.196
0.034 -0.077 -0.025
0.152 -0.029 1.246
-0.449 -0.064 0.565
-0.233 -0.182 -0.512
0.095 0.484 -0.228
0.568 0.052 0.030
-0.113 -0.346 0.125
0.186 0.020 -0.039